Entry 1:
The following is a DFT calculation (ωB97M-V/def2-TZVPD) of C5H8O2 as an isolated structure.

E_LUMO = 0.440 eV

Each line ends with the Löwdin charge.
Cartesian coordinates (Å):
O (-0.4576, -0.0781, 1.5098)  -0.03
O (1.7952, -0.2666, -0.9679)  0.05
C (-0.5271, 1.9603, 0.0306)  0.02
C (0.6809, -0.8137, 1.2643)  -0.04
C (-0.4116, 0.4819, 0.1765)  -0.41
C (-0.7250, -0.5926, -0.7949)  0.02
C (0.6751, -0.4945, -0.2032)  -0.44
H (-0.7755, -0.2604, -1.8288)  0.12
H (-1.3769, -1.4204, -0.5203)  0.12
H (-0.2550, 2.2537, -0.9876)  0.09
H (0.7001, -1.9907, 1.7037)  0.03
H (0.1250, -2.4842, 1.1686)  0.15
H (0.1487, 2.4597, 0.7301)  0.09
H (1.9538, -1.0512, -1.5074)  0.11
H (-1.5502, 2.2968, 0.2266)  0.09

---

Entry 2:
The following is a DFT calculation (ωB97M-V/def2-TZVPD) of C5H8O2 as an isolated structure.

E_LUMO (spin up / spin down) = 0.089 / 0.089 eV

Each line ends with the Löwdin charge.
Cartesian coordinates (Å):
O (-0.7554, -1.7667, 0.6444)  0.02
O (-0.3042, -0.0666, -1.8122)  -0.05
C (0.6504, -0.4255, -0.8071)  -0.44
C (0.7639, -1.8678, -0.4327)  0.10
C (-0.1749, 1.7136, 0.4128)  -0.05
C (-0.6331, -0.6586, 1.1679)  -0.13
C (0.3297, 0.2815, 0.5301)  -0.30
H (1.6298, -0.0816, -1.1653)  0.15
H (-1.0581, -0.6595, -1.6859)  0.09
H (0.3355, -2.4916, -1.2341)  0.04
H (-0.9767, 1.7690, -0.3276)  0.08
H (0.6360, 2.3584, 0.0688)  0.09
H (-0.5375, 2.1098, 1.3661)  0.08
H (1.2256, 0.2211, 1.1719)  0.17
H (-1.1402, -0.4372, 2.1152)  0.15

---

Entry 3:
The following is a DFT calculation (ωB97M-V/def2-TZVPD) of one molecule with the formula C5H8O2 in a non-equilibrium geometry.

E_LUMO = 1.029 eV
SMILES = C[C@@H]1[C@H](O)[C@@H]2O[C@H]12

Each line ends with the Löwdin charge.
Cartesian coordinates (Å):
O (-0.0307, 1.6719, -1.2052)  -0.01
O (0.8708, -1.0682, -0.8794)  -0.04
C (1.6103, 0.0410, -0.2799)  -0.10
C (-1.6341, -0.4567, 0.1608)  -0.05
C (-0.3033, 0.0062, 0.7475)  -0.23
C (0.5026, 1.1323, -0.0376)  -0.25
C (0.8683, -0.9354, 0.5139)  -0.23
H (1.2685, -1.7263, 1.1345)  0.15
H (-2.3822, 0.3393, 0.2165)  0.08
H (0.6780, 1.9862, 0.6386)  0.15
H (-0.4094, 0.2627, 1.8012)  0.14
H (-0.0114, 0.9503, -1.8487)  0.10
H (-1.5399, -0.7589, -0.8871)  0.08
H (-2.0218, -1.3199, 0.7155)  0.08
H (2.5344, -0.1246, -0.7904)  0.14

---

Entry 4:
The following is a DFT calculation (ωB97M-V/def2-TZVPD) of one molecule with the formula C5H8O2.

E_LUMO = 0.687 eV
SMILES = C=C(O)C1(O)CC1

Each line ends with the Löwdin charge.
Cartesian coordinates (Å):
O (1.8178, -1.1032, 0.4572)  0.04
O (-0.4096, -1.0062, 1.6900)  0.03
C (1.3483, 0.5758, -1.1558)  0.06
C (-1.6237, -0.2088, -0.3152)  -0.05
C (-1.2039, 0.9821, 0.5053)  -0.06
C (0.9748, -0.2092, -0.1461)  -0.31
C (-0.3664, -0.2539, 0.5160)  -0.47
H (2.3712, 0.5945, -1.5156)  0.06
H (-0.7896, 1.8491, 0.0004)  0.10
H (-1.7479, 1.1891, 1.4207)  0.11
H (0.3991, -1.5359, 1.7211)  0.09
H (2.5692, -1.2635, -0.1256)  0.12
H (-1.5442, -0.1608, -1.3977)  0.11
H (-2.4554, -0.7960, 0.0628)  0.11
H (0.6659, 1.2716, -1.6274)  0.06

---

Entry 5:
The following is a DFT calculation (ωB97M-V/def2-TZVPD) of one molecule with the formula C5H8O2 in a non-equilibrium geometry.

E_LUMO = 0.912 eV
SMILES = O=CCC1(O)CC1

Each line ends with the Löwdin charge.
Cartesian coordinates (Å):
O (0.1868, -0.9069, -1.5090)  0.03
O (2.0900, 1.3774, -0.0737)  0.06
C (-1.5999, -0.4659, 0.1268)  -0.06
C (-0.2180, -0.2739, -0.3289)  -0.60
C (2.0217, 0.4122, 0.6511)  -0.24
C (0.8020, -0.4569, 0.7745)  -0.09
C (-0.9965, 0.9826, -0.3774)  -0.01
H (2.8759, 0.1253, 1.2995)  0.12
H (-2.0522, 0.8952, -0.6890)  0.10
H (0.1425, -0.2379, -2.2013)  0.11
H (-2.2057, -0.9985, -0.6108)  0.12
H (1.1007, -1.5134, 0.7689)  0.14
H (-0.7920, 1.6960, 0.4148)  0.10
H (0.3610, -0.2818, 1.7682)  0.13
H (-1.8961, -0.5605, 1.1572)  0.10

---

Entry 6:
The following is a DFT calculation (ωB97M-V/def2-TZVPD) of C5H8O2 as an isolated structure in a non-equilibrium geometry.

E_LUMO = 0.420 eV

Each line ends with the Löwdin charge.
Cartesian coordinates (Å):
O (0.6462, -1.7639, -1.3778)  0.11
O (-0.8011, -1.5263, 0.4273)  -0.04
C (0.4086, 0.7579, 0.1526)  -0.19
C (-0.9831, 0.5839, 0.0587)  -0.03
C (-1.1856, -0.0762, -1.2913)  -0.05
C (-0.2328, -1.0459, -0.6384)  -0.58
C (1.1004, 0.8699, 1.4762)  -0.08
H (-1.7376, 0.7113, 0.8254)  0.13
H (0.8873, 1.2306, -0.7000)  0.13
H (-2.1777, -0.4905, -1.4517)  0.13
H (-0.7900, 0.4957, -2.1300)  0.12
H (0.9408, 1.8484, 1.9390)  0.08
H (0.7152, 0.0993, 2.1473)  0.08
H (2.1786, 0.7468, 1.3640)  0.07
H (1.0309, -2.4411, -0.8016)  0.13

---

Across the entries above, relative energy (zero: lowest compared OMol25 entry of this formula, charge and spin) takes the values 148.5, 96.1, 64.0, 42.6, 76.2, 85.2 kcal per mole, respectively.